1.
ORCA calculation (wB97M-V/def2-TZVPD) on a structure of composition C17H39GaO2P3 in a non-equilibrium geometry.

Structure (XYZ):
```
62
Properties=species:S:1:pos:R:3:forces:R:3:nbo_charge:R:1
Ga -0.802 -0.312 0.614 -1.4 -0.2 0.3 0.8926
P -3.186 0.545 1.688 -0.4 0.2 0.1 0.9969
P -2.024 -1.226 -1.363 -0.1 -0.3 -0.9 1.0114
P 0.389 0.849 2.486 1.1 0.7 0.6 1.0830
H 6.158 0.466 -5.496 0.2 -0.1 0.3 0.2310
C 6.777 0.315 -4.607 -0.8 2.4 -0.7 -0.1412
C 7.204 -0.905 -4.251 0.8 -2.4 0.7 -0.1151
H 6.944 -1.794 -4.831 0.1 0.3 0.2 0.2327
C -3.405 2.256 1.056 0.1 -0.1 -0.1 -0.9441
C -4.735 -0.301 1.202 -0.1 -0.1 -0.1 -0.9486
C -3.373 0.683 3.505 0.1 -0.1 0.4 -0.9633
C -0.748 -2.089 -2.338 0.4 -0.1 0.1 -0.9478
C -3.423 -2.398 -1.389 -0.3 -0.2 0.2 -0.9564
C -2.520 0.197 -2.394 -0.1 0.1 0.1 -0.9456
C 2.161 0.440 2.326 0.1 -0.5 -0.4 -0.9532
C 0.107 0.663 4.281 -0.3 -0.3 0.2 -0.9520
C 0.298 2.636 2.130 -0.2 0.0 -0.1 -0.9533
H 7.066 1.208 -4.048 -0.1 -0.3 -0.2 0.2256
H 7.853 -1.054 -3.384 -0.2 0.1 -0.3 0.2283
H -4.388 2.647 1.376 0.4 -0.2 -0.1 0.2767
H -3.356 2.253 -0.045 0.0 0.1 0.4 0.2540
H -2.607 2.912 1.438 -0.3 -0.2 -0.2 0.2500
H -5.598 0.200 1.679 0.4 -0.2 -0.2 0.2788
H -4.710 -1.349 1.545 -0.1 0.4 -0.1 0.2467
H -4.879 -0.289 0.111 0.0 0.0 0.4 0.2496
H -3.653 1.711 3.793 0.1 -0.4 -0.1 0.2765
H -2.433 0.417 4.011 -0.5 0.1 -0.1 0.2331
H -4.167 0.001 3.857 0.3 0.3 -0.1 0.2757
H -1.187 -2.623 -3.195 0.0 0.2 0.3 0.2791
H -0.252 -2.809 -1.669 -0.1 0.1 -0.3 0.2651
H 0.013 -1.381 -2.700 -0.3 -0.2 0.1 0.2509
H -4.098 -2.189 -2.239 0.3 0.0 0.3 0.2834
H -4.001 -2.340 -0.456 0.1 -0.1 -0.4 0.2489
H -3.042 -3.426 -1.505 -0.1 0.4 0.1 0.2773
H -2.708 -0.153 -3.420 0.0 0.1 0.3 0.2767
H -1.720 0.947 -2.412 -0.2 -0.2 0.0 0.2537
H -3.426 0.672 -1.990 0.2 -0.2 -0.2 0.2571
H 2.736 0.767 3.205 -0.3 0.0 -0.3 0.2815
H 2.589 0.896 1.420 -0.2 -0.1 0.3 0.2576
H 2.235 -0.655 2.232 0.2 0.3 0.1 0.2657
H 1.051 0.846 4.822 -0.3 0.0 -0.3 0.2885
H -0.221 -0.364 4.503 0.2 0.3 0.1 0.2556
H -0.649 1.368 4.654 0.2 -0.2 -0.2 0.2727
H 1.177 3.129 2.571 -0.3 -0.1 0.0 0.2824
H -0.623 3.073 2.542 0.3 -0.1 -0.1 0.2615
H 0.303 2.797 1.045 0.0 0.0 0.2 0.2645
C 1.732 -0.673 -0.680 -1.4 -0.7 1.5 0.3640
C 1.508 0.539 -1.378 0.1 0.8 -0.7 -0.2705
C 2.529 1.088 -2.140 -0.6 0.1 0.1 -0.1726
C 3.777 0.456 -2.202 0.5 -0.1 -0.2 -0.0989
C 4.009 -0.731 -1.484 0.0 -0.8 0.3 -0.2046
C 2.994 -1.298 -0.730 0.7 -0.2 0.0 -0.1675
O 0.798 -1.268 0.097 1.2 1.0 -1.1 -0.7173
H -0.945 1.075 -0.066 0.3 0.6 -0.3 -0.3203
H 0.554 1.070 -1.329 0.4 -0.4 0.0 0.2518
H 2.347 2.020 -2.684 0.1 -0.4 0.2 0.2535
H 4.586 0.883 -2.804 -0.3 0.0 0.4 0.2283
H 4.995 -1.222 -1.511 -0.6 0.3 0.0 0.2460
H 3.099 -2.213 -0.133 0.2 0.4 -0.4 0.2544
O -1.388 -2.227 1.990 -0.7 0.1 0.5 -0.9137
H -1.500 -2.048 2.955 0.2 -0.3 -0.9 0.5100
H -2.221 -2.688 1.739 0.8 0.3 0.2 0.5130
```
Positions in Å, forces in eV/Å.

HOMO energy (spin up / spin down): -16.3 / -16.4 eV
Total energy: -102569.70065 eV
Charge: +3
ΔE to the lowest compared entry with this formula, charge and spin: 7.0 kcal per mole
LUMO level (spin up / spin down): -12.701 / -13.410 eV
HOMO-LUMO gap (spin up / spin down): 3.61 / 2.98 eV


2.
ORCA calculation (wB97M-V/def2-TZVPD) on a cluster of 3 separate species, C17H39INO13P2 in total in a non-equilibrium geometry.

Structure (XYZ):
```
73
Properties=species:S:1:pos:R:3:forces:R:3:mulliken_charge:R:1
C -6.318 1.302 0.149 -0.6 0.5 -0.3 -1.1340
C -6.265 2.600 -0.699 -0.4 -0.7 0.1 -0.2977
C -5.561 2.444 -2.050 0.4 0.7 0.6 -1.4089
I -6.311 4.111 -3.258 -0.1 -0.1 0.0 0.0275
C -4.017 2.534 -2.034 0.3 0.6 -0.8 0.5297
C -3.505 3.727 -1.199 0.0 -0.4 1.1 -1.3702
C -3.266 3.422 0.301 -0.2 0.6 -0.4 -0.2280
C -3.601 4.616 1.189 -0.2 -1.1 0.4 -0.4158
O -3.095 4.414 2.520 0.2 0.4 -0.1 -0.5973
C -3.546 2.766 -3.526 -0.2 -0.3 -1.1 0.2049
O -3.837 1.851 -4.318 -0.3 -0.7 0.3 -0.7502
O -2.954 3.814 -3.812 0.5 0.6 0.5 -0.7417
N -3.380 1.308 -1.509 -0.2 0.5 1.1 1.0916
O -4.175 0.148 -1.734 0.2 -0.2 -0.7 -0.5917
C -2.032 1.096 -1.986 0.3 -1.3 0.0 -1.2303
C -1.223 0.134 -1.077 -0.4 0.4 0.1 -0.3094
C -1.481 0.329 0.409 0.8 -0.1 0.0 -0.2641
O -0.948 -0.790 1.157 -0.3 0.1 -0.1 -0.5218
H -6.180 0.438 -0.493 0.3 -0.1 0.2 0.2035
H -5.628 1.324 0.989 0.2 -0.3 -0.1 0.2398
H -7.332 1.224 0.549 0.1 -0.1 0.3 0.4092
H -7.297 2.872 -0.914 0.0 0.1 0.0 0.6544
H -5.865 3.409 -0.094 0.1 0.2 -0.2 0.1523
H -5.909 1.567 -2.580 0.1 0.0 -0.1 0.7501
H -2.553 4.067 -1.594 -0.1 0.1 -0.4 0.5290
H -4.190 4.572 -1.275 -0.1 0.0 -0.3 0.4241
H -3.895 2.601 0.644 0.2 -0.2 0.0 0.2022
H -2.215 3.152 0.414 0.0 -0.1 0.3 0.2630
H -4.690 4.616 1.295 -0.1 0.5 -0.3 0.2221
H -3.244 5.561 0.786 0.1 0.1 0.1 0.3581
H -2.902 3.476 2.595 0.0 0.0 0.0 0.3214
H -3.868 -0.483 -1.074 0.0 0.1 0.2 0.3359
H -2.074 0.616 -2.969 0.1 0.4 -0.2 0.3560
H -1.474 2.027 -2.042 -0.4 0.3 -0.1 0.4122
H -1.402 -0.914 -1.322 -0.1 0.0 -0.1 0.2603
H -0.175 0.356 -1.286 0.1 -0.3 0.0 0.2525
H -0.932 1.211 0.747 -0.2 0.2 0.1 0.0732
H -2.538 0.470 0.629 -0.1 0.0 -0.1 0.3055
H -1.688 -1.124 1.666 0.2 -0.2 0.1 0.2905
C 6.708 -1.221 -2.789 0.0 0.1 -0.3 -0.6772
O 5.572 -2.068 -3.052 0.8 1.6 2.7 -0.3081
P 4.083 -1.600 -2.467 -4.5 -2.9 -4.8 1.2147
O 3.414 -2.907 -2.733 0.6 -0.1 0.5 -0.7076
O 3.825 -0.454 -3.562 0.2 0.5 0.7 -0.3534
C 3.545 -0.855 -4.903 0.2 0.0 -0.4 -0.6978
O 2.963 -0.950 -1.469 2.6 1.0 1.2 -0.3151
C 2.427 -1.767 -0.416 -0.2 0.1 0.3 -0.1729
H 7.575 -1.672 -3.265 -0.1 -0.1 0.0 0.2384
H 6.551 -0.224 -3.207 0.0 0.0 0.0 0.3165
H 6.896 -1.144 -1.717 0.1 0.0 0.0 0.2491
H 3.224 -1.894 -4.956 0.0 0.0 0.1 0.3526
H 4.435 -0.717 -5.520 0.0 0.0 0.0 0.2344
H 2.750 -0.215 -5.279 0.0 0.1 0.1 0.2486
H 3.181 -2.415 0.018 -0.1 -0.1 -0.1 -0.1057
H 1.610 -2.365 -0.809 0.1 0.0 -0.1 0.2475
H 2.044 -1.103 0.357 0.0 0.1 -0.1 0.2455
C 4.157 -5.591 5.260 -0.2 0.0 0.1 -0.6541
O 4.767 -4.293 5.405 0.4 -1.3 -2.5 -0.3047
P 4.517 -3.186 4.221 -1.4 4.4 2.7 0.8975
O 5.508 -2.138 4.532 0.4 -0.6 -0.3 -0.6795
O 3.004 -2.850 4.661 0.0 0.0 -0.4 -0.3242
C 2.799 -1.973 5.768 -0.1 -0.1 0.3 -0.6739
O 4.135 -3.018 2.664 0.7 -2.3 0.2 -0.1173
C 5.218 -2.841 1.737 0.2 -0.1 -0.3 -0.7631
H 4.409 -6.174 6.142 0.1 0.1 0.0 0.2352
H 3.071 -5.499 5.193 0.0 0.0 0.0 0.3129
H 4.538 -6.104 4.377 0.0 0.0 0.0 0.2780
H 3.687 -1.379 5.985 0.1 -0.1 -0.1 0.3445
H 2.526 -2.554 6.650 0.0 0.0 0.0 0.2345
H 1.978 -1.306 5.514 0.0 0.0 -0.1 0.2243
H 6.084 -3.444 2.005 0.1 0.1 0.0 0.4270
H 5.497 -1.790 1.704 0.0 0.0 0.2 0.2610
H 4.866 -3.152 0.756 0.0 -0.1 0.1 0.2839
```
Positions in Å, forces in eV/Å.

HOMO energy: -4.4 eV
Total energy: -73047.16248 eV
Charge: -1
LUMO level: 0.648 eV
HOMO-LUMO gap: 5.04 eV


- Among the records above, which one has the lowest charge?
  C17H39INO13P2


- What is the total energy in the second record?
  -73047.16248 eV


- What is the total energy in the first record?
  -102569.70065 eV


- The highest total energy belongs to which entry?
  C17H39INO13P2